Formula: C4H10N2O2
Source: the Open Molecules 2025 dataset
Level of theory: ωB97M-V/def2-TZVPD

```
18
Properties=species:S:1:pos:R:3:forces:R:3:nbo_charge:R:1
O 0.387318 -0.693155 1.582653 0.6 0.2 -0.3 -0.60
C -0.115953 -0.799603 0.426402 -2.4 -1.8 2.3 0.23
N -1.426091 -0.362765 0.189159 1.3 1.2 0.2 -0.41
C -1.961700 0.477275 1.222231 -0.6 -0.2 -0.3 -0.46
C 2.336187 -0.678372 -0.066026 2.4 1.5 -0.1 0.13
N 2.068379 -0.385387 -1.308049 -2.5 -2.1 0.6 -0.39
C 0.789352 0.111671 -0.715572 2.2 1.8 -2.9 -0.25
O -1.456443 1.775918 -1.163527 0.3 -0.9 0.1 -1.08
H -1.452825 0.274013 -0.675637 -1.1 0.7 -1.0 0.44
H -3.018323 0.610091 0.994589 -0.1 -0.1 0.3 0.23
H -1.742495 0.050783 2.195755 -0.1 0.2 0.1 0.23
H -1.556764 1.489051 1.066943 0.3 0.0 0.3 0.27
H 2.759368 0.178586 0.465493 -0.6 -0.1 1.1 0.19
H 2.424820 -1.644523 0.437538 0.0 -0.3 -0.5 0.21
H -0.149235 -1.864689 0.064846 0.8 0.3 -0.9 0.24
H 0.097921 0.249741 -1.552933 -0.1 -0.3 0.0 0.31
H 0.929651 1.086557 -0.269426 -0.5 0.0 1.0 0.27
H -1.807022 1.842954 -2.058366 0.1 0.0 0.0 0.44
```
Positions in Å, forces in eV/Å.

## Properties
Kohn-Sham gap ... 5.717 eV
M ... 118.1 g/mol
ΔE to the lowest compared entry with this formula, charge and spin ... 1086.58 kJ/mol
E_LUMO ... -3.232 eV
2S+1 ... 1

---

Formula: C10H19Cl2NOTi
Source: the Open Molecules 2025 dataset
Level of theory: ωB97M-V/def2-TZVPD

```
34
Properties=species:S:1:pos:R:3:forces:R:3:nbo_charge:R:1
Ti 0.987286 0.053134 0.120337 -2.2 0.3 0.0 0.91
Cl 0.920511 -2.173754 -0.123418 0.0 -1.0 0.4 -0.41
Cl 1.964783 1.891148 1.082299 0.2 0.5 0.6 -0.45
C 2.323264 0.176321 -1.235481 1.4 0.1 -0.8 -0.63
H 3.096479 0.929910 -1.137913 0.0 -0.2 -0.1 0.25
H 2.642149 -0.758197 -1.667642 0.3 0.0 -0.2 0.23
C -0.216982 0.748293 -1.323362 -1.7 -0.5 3.3 -0.33
C 1.067768 0.726997 -1.983828 3.0 0.6 -3.1 -0.31
H -0.277912 1.327571 -0.308525 -0.1 0.5 -1.4 0.22
C 0.963675 -0.210964 -3.270025 -0.3 0.2 1.1 -0.36
H 1.345621 1.763811 -2.283318 0.0 -0.4 -0.1 0.21
C -0.222968 0.146992 -4.147441 0.8 0.3 -0.3 -0.40
H 1.918443 -0.190499 -3.821669 -0.4 0.1 0.2 0.22
H 0.843598 -1.211721 -2.832281 0.0 0.0 -0.3 0.21
C -1.533159 0.211530 -3.381579 0.4 -0.6 -0.2 -0.39
H 0.032447 1.127777 -4.564744 -0.4 0.1 -0.2 0.19
H -0.261463 -0.543993 -4.987906 -0.2 -0.1 -0.1 0.21
C -1.361141 1.143095 -2.202477 -0.5 0.7 0.1 -0.41
H -2.327029 0.490922 -4.069223 -0.2 0.3 0.1 0.21
H -1.763184 -0.793545 -3.024763 -0.1 -0.1 0.1 0.20
H -1.130816 2.150923 -2.586747 0.1 0.0 -0.1 0.19
H -2.282686 1.306436 -1.642839 0.0 -0.4 0.1 0.22
C -0.879559 0.633092 4.360429 -0.1 0.1 0.0 -0.42
N -0.524906 -0.733671 3.986385 0.3 -0.1 -0.8 -0.38
C -0.571649 -1.811148 4.954457 0.1 -0.7 -0.1 -0.41
C -0.135415 -0.980088 2.736262 -0.4 1.2 0.2 0.56
O -0.129356 -0.046223 1.891436 0.1 -1.4 1.0 -0.63
H -1.133070 0.615528 5.419083 0.0 0.2 -0.1 0.20
H -1.740167 0.984391 3.776726 0.2 -0.1 0.1 0.22
H -0.040844 1.320404 4.184980 -0.2 -0.2 0.0 0.24
H -1.258915 -2.601016 4.615372 0.1 0.3 0.3 0.21
H 0.420946 -2.272378 5.070721 -0.3 0.2 0.1 0.21
H -0.909161 -1.408917 5.906113 0.0 -0.2 0.0 0.22
H 0.173414 -2.012163 2.490597 -0.1 0.4 0.0 0.18
```
Positions in Å, forces in eV/Å.

## Properties
Kohn-Sham gap ... 8.089 eV
M ... 288.0 g/mol
E_LUMO ... 0.358 eV
2S+1 ... 1

---

Formula: C4H7N2O
Source: the Open Molecules 2025 dataset
Level of theory: ωB97M-V/def2-TZVPD

```
14
Properties=species:S:1:pos:R:3:forces:R:3:nbo_charge:R:1
C 1.098624 0.408518 1.544948 0.5 0.8 0.5 -0.73
C -0.116984 0.186264 0.786685 -5.7 2.9 2.6 0.42
N -1.567586 0.783047 1.301539 7.3 -1.7 0.9 -0.01
O -2.287531 0.567785 0.291948 -2.4 -0.8 -2.8 -0.13
C -1.738318 -0.025447 -0.708451 2.9 -0.1 0.8 0.34
N -0.399548 -0.243663 -0.408096 -1.2 0.9 -1.5 -0.31
C 0.577076 -0.652415 -1.448471 -0.5 -1.6 1.5 -0.41
H 1.505898 -0.477818 1.997421 0.3 -0.6 -0.2 0.28
H 1.870492 0.993980 1.012998 -0.3 -0.6 -0.1 0.27
H 0.830190 1.036122 2.390012 -0.2 0.1 0.1 0.29
H -2.096561 -0.138992 -1.695404 -1.0 -0.1 -0.5 0.25
H 1.590715 -0.479601 -1.129898 0.1 0.2 0.1 0.25
H 0.383474 -1.701746 -1.551207 0.5 -0.8 -0.1 0.24
H 0.350060 -0.256035 -2.384023 -0.3 1.3 -1.3 0.24
```
Positions in Å, forces in eV/Å.

## Properties
Kohn-Sham gap ... 10.135 eV
M ... 99.1 g/mol
ΔE to the lowest compared entry with this formula, charge and spin ... 409.58 kJ/mol
E_LUMO ... -4.680 eV
2S+1 ... 1
Net charge ... +1

---

Formula: C6H6N2
Source: the Open Molecules 2025 dataset
Level of theory: ωB97M-V/def2-TZVPD

```
14
Properties=species:S:1:pos:R:3:forces:R:3:nbo_charge:R:1
C -1.341457 -1.030579 -0.517818 -0.6 -2.7 0.7 -0.18
C -0.628069 -1.160194 0.655455 -0.7 6.2 -4.8 -0.17
C 0.171869 0.168124 0.881202 1.4 -1.3 -2.2 -0.37
C 1.722600 0.657926 1.367276 -5.1 -0.4 -7.5 0.09
N 2.018442 1.472241 0.415843 1.7 -0.6 1.0 -0.25
N 1.370860 1.258997 -0.782971 -3.8 -0.2 -1.3 -0.25
C 0.142518 0.724640 -0.629812 5.9 -0.1 4.8 0.25
C -0.864348 0.029347 -1.442733 0.3 0.8 -2.4 -0.51
H -2.113802 -1.792575 -1.001459 1.8 1.4 1.5 0.22
H -0.541715 -1.948069 1.214370 -0.1 -4.3 3.4 0.20
H -0.148479 0.840221 1.621853 -1.9 0.8 1.2 0.24
H 2.130659 0.542012 2.259594 1.7 0.0 3.9 0.19
H -0.294400 -0.691832 -2.367469 -2.0 2.9 2.1 0.26
H -1.624679 0.929739 -1.673330 1.2 -2.5 -0.5 0.26
```
Positions in Å, forces in eV/Å.

## Properties
Kohn-Sham gap ... 9.914 eV
M ... 106.1 g/mol
ΔE to the lowest compared entry with this formula, charge and spin ... 499.90 kJ/mol
E_LUMO ... 0.658 eV
2S+1 ... 1

---

The following highest occupied orbital energy values (in Ha) correspond, in order, to the records above: -0.3289 -0.2841 -0.5445 -0.3401.